Entry 1
ORCA calculation (ωB97M-V/def2-TZVPD) on a cluster of 2 separate species, C5H8NO in total.

Structure (ORCA input):
```
! wB97M-V def2-TZVPD RIJCOSX def2/J DEFGRID3
* xyz -1 1
C 3.039 -0.417 -0.272
C -1.282 1.906 -0.307
C 1.694 -0.352 -0.051
C -0.849 0.655 -0.044
C -1.734 -0.465 0.472
N 1.100 0.674 0.594
O 1.562 1.858 0.576
H 3.589 -1.322 -0.332
H 3.756 0.412 0.051
H -0.531 2.814 -0.320
H -2.252 2.240 -0.443
H 1.182 -1.270 -0.162
H -1.666 -1.523 -0.086
H -2.865 -0.192 0.318
H -1.734 -0.714 1.533
*
```

Results
E_LUMO (alpha / beta) (Ha): 0.14874 / 0.14873
Kohn-Sham gap (alpha / beta) (eV): 6.0 / 6.0
HOMO (alpha / beta) (eV): -1.96 / -1.96


Entry 2
ORCA calculation (ωB97M-V/def2-TZVPD) on a cluster of 2 separate species, C5H8NO in total.

Structure (ORCA input):
```
! wB97M-V def2-TZVPD RIJCOSX def2/J DEFGRID3
* xyz -1 1
C 1.992 1.733 0.023
C 1.174 0.842 0.010
C 0.187 -1.074 -1.211
C -0.285 -0.739 1.260
C 0.182 -0.142 -0.024
N -1.535 0.982 -0.500
O -2.464 0.560 0.317
H 2.690 2.518 0.037
H 0.374 -0.523 -2.132
H 0.956 -1.854 -1.110
H -0.788 -1.553 -1.286
H -1.384 -0.537 1.312
H -0.137 -1.822 1.300
H 0.183 -0.274 2.132
H -1.145 1.884 -0.127
*
```

Results
E_LUMO (alpha / beta) (Ha): 0.15404 / 0.15404
Kohn-Sham gap (alpha / beta) (eV): 6.2 / 6.2
HOMO (alpha / beta) (eV): -2.05 / -2.05


We find entry 2 to be the most stable, with the next structure 94.9 kJ/mol higher.


Entry 1
ORCA calculation (ωB97M-V/def2-TZVPD) on a structure of composition CH8N3.

Structure (ORCA input):
```
! wB97M-V def2-TZVPD RIJCOSX def2/J DEFGRID3
* xyz 1 1
N -1.065 0.106 -0.364
C -0.777 -1.011 0.423
N 0.401 -1.340 0.827
H -1.769 0.730 0.066
H -1.531 -0.022 -1.258
H -1.672 -1.634 0.604
H 0.275 -2.301 1.160
N 1.251 1.157 -0.270
H 1.786 0.253 -0.384
H 0.047 0.740 -0.406
H 1.556 1.510 0.620
H 1.498 1.811 -1.017
*
```

Results
E_LUMO (Ha): -0.12467
Kohn-Sham gap (eV): 12.0
HOMO (eV): -15.38


Entry 2
ORCA calculation (ωB97M-V/def2-TZVPD) on the ion CH8N3 with charge +1.

Structure (ORCA input):
```
! wB97M-V def2-TZVPD RIJCOSX def2/J DEFGRID3
* xyz 1 1
N -0.201 0.176 1.582
N 0.145 -0.777 0.577
C 0.587 -0.285 -0.701
N -0.545 0.562 -1.117
H 0.372 0.221 2.359
H -1.098 -0.115 1.936
H 0.906 -1.656 0.934
H 1.484 0.380 -0.588
H 0.824 -1.203 -1.466
H -0.246 1.261 -1.844
H -0.790 1.257 -0.275
H -1.438 0.180 -1.397
*
```

Results
E_LUMO (Ha): -0.13235
Kohn-Sham gap (eV): 10.5
HOMO (eV): -14.05


We find entry 1 to be the most stable, with the next structure 170.0 kJ/mol higher.


Entry 1
ORCA calculation (ωB97M-V/def2-TZVPD) on the ion C5H8ClN2 with charge +1.

Structure (ORCA input):
```
! wB97M-V def2-TZVPD RIJCOSX def2/J DEFGRID3
* xyz 1 1
Cl 2.512 1.063 0.096
C 2.077 -0.564 -0.434
C 0.665 -1.217 0.496
N -0.409 -0.295 0.261
C -0.496 0.914 0.897
C -1.612 1.548 0.328
N -2.069 0.720 -0.635
C -1.383 -0.395 -0.675
H 2.812 -1.253 0.148
H 2.144 -0.797 -1.415
H 0.535 -2.256 0.220
H 1.045 -1.023 1.488
H 0.205 1.316 1.527
H -1.783 2.571 0.196
H -2.701 1.022 -1.395
H -1.541 -1.354 -1.101
*
```

Results
E_LUMO (Ha): -0.12576
Kohn-Sham gap (eV): 10.5
HOMO (eV): -13.91


Entry 2
ORCA calculation (ωB97M-V/def2-TZVPD) on the ion C5H8ClN2 with charge +1.

Structure (ORCA input):
```
! wB97M-V def2-TZVPD RIJCOSX def2/J DEFGRID3
* xyz 1 1
C -0.861 -1.368 0.865
C 0.358 -1.663 0.518
C 1.190 0.325 -0.362
C -1.532 -0.033 0.696
C -1.176 0.705 -0.597
N 0.219 1.122 -0.669
N 2.470 0.533 -0.429
Cl 1.501 -2.820 0.462
H -1.458 -2.133 1.354
H -2.612 -0.186 0.698
H -1.287 0.597 1.556
H -1.403 0.061 -1.453
H -1.793 1.601 -0.666
H 0.401 2.038 -1.076
H 3.114 -0.186 -0.139
H 2.870 1.408 -0.759
*
```

Results
E_LUMO (Ha): -0.15906
Kohn-Sham gap (eV): 9.7
HOMO (eV): -14.02


We find entry 1 to be the most stable, with the next structure 120.9 kJ/mol higher.


Entry 1
ORCA calculation (ωB97M-V/def2-TZVPD) on a cluster of 2 separate species, CH6NO in total.

Structure (ORCA input):
```
! wB97M-V def2-TZVPD RIJCOSX def2/J DEFGRID3
* xyz -1 1
N 1.823 -0.681 -0.767
H 1.231 -0.511 0.073
H 1.601 0.031 -1.449
H 2.806 -0.621 -0.543
C -1.488 0.365 0.556
O -0.177 0.456 0.864
H -2.029 -0.454 1.094
H -2.075 1.297 0.711
H -1.692 0.119 -0.538
*
```

Results
E_LUMO (Ha): 0.18411
Kohn-Sham gap (eV): 7.1
HOMO (eV): -2.14


Entry 2
ORCA calculation (ωB97M-V/def2-TZVPD) on a cluster of 2 separate species, CH6NO in total.

Structure (ORCA input):
```
! wB97M-V def2-TZVPD RIJCOSX def2/J DEFGRID3
* xyz -1 1
O 2.136 0.010 -0.889
H 2.843 -0.266 -0.160
C -0.764 0.247 -0.421
N -0.884 -0.366 0.925
H 0.249 0.165 -0.731
H -0.940 1.301 -0.388
H -1.504 -0.190 -1.156
H -0.285 -1.146 1.113
H -0.852 0.245 1.706
*
```

Results
E_LUMO (Ha): 0.17937
Kohn-Sham gap (eV): 7.2
HOMO (eV): -2.32


We find entry 1 to be the most stable, with the next structure 58.6 kJ/mol higher.


Entry 1
ORCA calculation (ωB97M-V/def2-TZVPD) on the molecule C5H6.

Structure (ORCA input):
```
! wB97M-V def2-TZVPD RIJCOSX def2/J DEFGRID3
* xyz 0 1
C -0.447 -1.825 0.446
C 0.089 -0.950 -0.413
C -0.420 0.389 -0.724
C 0.049 1.481 0.291
C 0.857 0.265 -0.022
H -0.526 -2.872 0.179
H -0.788 -1.522 1.430
H -0.483 0.694 -1.760
H 0.381 2.438 -0.090
H -0.498 1.507 1.225
H 1.788 0.395 -0.560
*
```

Results
E_LUMO (alpha / beta) (Ha): 0.01215 / -0.01170
Kohn-Sham gap (alpha / beta) (eV): 8.7 / 7.3
HOMO (alpha / beta) (eV): -8.34 / -7.60


Entry 2
ORCA calculation (ωB97M-V/def2-TZVPD) on the molecule C5H6.

Structure (ORCA input):
```
! wB97M-V def2-TZVPD RIJCOSX def2/J DEFGRID3
* xyz 0 1
C 0.526 2.365 0.085
C -0.015 1.299 0.199
C -0.553 -0.065 0.404
C -0.548 -0.948 -0.742
C 0.507 -1.129 0.311
H 1.004 3.385 0.191
H -1.452 -0.097 1.080
H -1.356 -1.677 -0.796
H -0.177 -0.405 -1.642
H 1.539 -0.748 -0.140
H 0.525 -1.980 1.050
*
```

Results
E_LUMO (Ha): 0.04432
Kohn-Sham gap (eV): 10.7
HOMO (eV): -9.54


We find entry 2 to be the most stable, with the next structure 365.5 kJ/mol higher.


Entry 1
ORCA calculation (ωB97M-V/def2-TZVPD) on the molecule C5H6.

Structure (ORCA input):
```
! wB97M-V def2-TZVPD RIJCOSX def2/J DEFGRID3
* xyz 0 1
C -0.812 -1.516 -1.750
C -0.056 -0.977 -0.919
C 0.682 -0.283 0.155
C 0.268 1.093 0.439
C -0.167 1.402 1.608
H -1.242 -2.050 -2.522
H 0.217 -0.921 1.057
H 1.828 -0.306 0.138
H 0.560 1.948 -0.229
H -0.413 2.424 1.973
H -0.445 0.583 2.384
*
```

Results
E_LUMO (Ha): 0.04071
Kohn-Sham gap (eV): 10.8
HOMO (eV): -9.74


Entry 2
ORCA calculation (ωB97M-V/def2-TZVPD) on the molecule C5H6.

Structure (ORCA input):
```
! wB97M-V def2-TZVPD RIJCOSX def2/J DEFGRID3
* xyz 0 1
C -0.159 -1.104 0.673
C -1.142 -0.365 0.181
C -0.534 0.839 -0.526
C 0.947 0.580 -0.409
C 1.125 -0.484 0.358
H -0.226 -1.999 1.292
H -2.237 -0.494 0.268
H -0.803 0.925 -1.567
H -0.785 1.789 -0.034
H 1.730 1.243 -0.817
H 2.084 -0.932 0.579
*
```

Results
E_LUMO (Ha): 0.04574
Kohn-Sham gap (eV): 9.9
HOMO (eV): -8.65


Entry 3
ORCA calculation (ωB97M-V/def2-TZVPD) on the molecule C5H6.

Structure (ORCA input):
```
! wB97M-V def2-TZVPD RIJCOSX def2/J DEFGRID3
* xyz 0 1
C 0.544 -0.952 0.686
C 0.784 -0.641 -0.590
C -0.022 0.517 -1.018
C -0.826 0.753 0.206
C -0.503 -0.063 1.212
H 0.960 -1.745 1.310
H 1.623 -1.017 -1.134
H 0.488 1.427 -1.284
H -0.686 0.274 -1.884
H -1.571 1.511 0.227
H -0.792 -0.063 2.269
*
```

Results
E_LUMO (Ha): 0.04558
Kohn-Sham gap (eV): 9.8
HOMO (eV): -8.53


We find entry 2 to be the most stable, with the next structure 11.2 kJ/mol higher.